(1)
Entry from OMol25: a cluster of 2 separate species, C26H20N3 in total in a non-equilibrium geometry (ωB97M-V/def2-TZVPD).

The value obtained for the relative energy (zero: lowest compared OMol25 entry of this formula, charge and spin) is 0.00 kcal/mol. The HOMO energy comes out at -11.3 eV. The energy comes out at -1166.77480 a.u. The calculation puts the LUMO energy at -5.43 eV. The calculation puts the orbital gap at 5.86 eV. As for the largest force on an atom: 0.03579 hartree/bohr. The spin multiplicity is 1. The molar mass is 374.47 Da. The total charge is +1.

Each line ends with the Löwdin charge.
CARTESIAN COORDINATES (ANGSTROEM)
C  -0.896711  0.738492  0.788433  0.021
C  -0.203081  1.979079  1.035071  -0.155
C  0.890605  1.997650  1.928650  -0.037
C  1.416192  3.198703  2.394260  -0.042
C  0.916600  4.419936  1.906573  -0.035
C  -0.124742  4.420659  0.963797  -0.046
C  -0.666788  3.214736  0.514240  0.009
C  -1.685458  0.432983  -0.380902  -0.132
C  -2.520612  -0.701368  -0.069671  -0.103
C  -3.608361  -1.029946  -0.867419  0.012
C  -3.798814  -0.316385  -2.059745  -0.024
C  -2.927644  0.734647  -2.412887  -0.039
C  -1.859442  1.111534  -1.583773  0.003
C  -2.206899  -1.137031  1.278923  -0.090
C  -1.190031  -0.257340  1.803600  -0.090
C  -0.917040  -0.270695  3.170071  0.026
C  -1.616351  -1.169683  3.989674  -0.037
C  -2.598916  -2.032335  3.466686  -0.021
C  -2.940138  -1.974117  2.107104  0.014
H  1.321213  1.048365  2.244603  0.109
H  2.218182  3.177788  3.137457  0.118
H  1.345826  5.361373  2.257326  0.118
H  -0.512388  5.369803  0.577938  0.118
H  -1.476892  3.219898  -0.212127  0.109
H  -4.288980  -1.817814  -0.537513  0.123
H  -4.627070  -0.580349  -2.723820  0.120
H  -3.109693  1.289507  -3.335606  0.115
H  -1.175178  1.915457  -1.855663  0.125
H  -0.195843  0.429688  3.586425  0.113
H  -1.416607  -1.177250  5.062233  0.115
H  -3.102958  -2.742558  4.127148  0.121
H  -3.766176  -2.551137  1.688766  0.122
C  4.832588  -0.399395  -0.642849  0.003
N  3.411309  -0.610272  -0.839382  -0.124
N  2.493370  0.030946  -0.092171  0.081
N  1.287478  -0.341518  -0.484763  0.089
C  1.420244  -1.248139  -1.519504  -0.217
C  2.788095  -1.441367  -1.758752  -0.166
C  3.268952  -2.308898  -2.736143  -0.001
C  2.299888  -2.993718  -3.488681  -0.064
C  0.918126  -2.803935  -3.265591  -0.072
C  0.456355  -1.929301  -2.280185  -0.003
H  5.359534  -1.036859  -1.360441  0.086
H  5.096298  0.653516  -0.815010  0.097
H  5.126054  -0.668597  0.381278  0.097
H  4.345360  -2.416597  -2.869351  0.110
H  2.600339  -3.696541  -4.273531  0.112
H  0.208983  -3.360196  -3.883618  0.109
H  -0.588780  -1.731417  -2.061157  0.099

Cartesian forces (eV/Å) of the 2 atoms listed first:
C 0.455 0.390 -0.250
C 0.293 0.340 0.128

(2)
Entry from OMol25: a structure of composition C21H32N5OPRhSe in a non-equilibrium geometry (ωB97M-V/def2-TZVPD).

The value obtained for the relative energy (zero: lowest compared OMol25 entry of this formula, charge and spin) is 32.95 kcal/mol. The HOMO energy (alpha / beta) comes out at -10.9 / -10.9 eV. The energy comes out at -4021.47295 a.u. The calculation puts the LUMO energy (alpha / beta) at -4.67 / -4.68 eV. The calculation puts the orbital gap (alpha / beta) at 6.21 / 6.20 eV. As for the largest force on an atom: 0.06129 hartree/bohr. The spin multiplicity is 1. The molar mass is 583.36 Da. The total charge is +1.

Each line ends with the Löwdin charge.
CARTESIAN COORDINATES (ANGSTROEM)
Rh  0.493151  -0.058051  -0.775562  0.649
C  3.472471  0.417122  -2.511809  -0.074
O  2.549040  -0.485848  -1.872092  -0.300
H  4.231985  -0.143452  -3.049827  0.101
H  3.944960  1.073195  -1.781613  0.093
H  2.904534  1.005506  -3.227092  0.083
H  3.038325  -1.142843  -1.358494  0.039
C  2.174571  4.039828  -0.655056  -0.039
C  0.708810  3.825475  -0.293257  -0.619
C  0.509952  3.990161  1.207883  -0.032
C  -0.191062  4.781350  -1.068137  -0.034
N  0.338343  2.410222  -0.571434  -0.095
N  0.584948  1.921772  -1.885054  -0.018
H  2.529155  4.973800  -0.218741  0.098
H  2.331437  4.114593  -1.735693  0.081
H  2.789065  3.227946  -0.254350  0.085
H  0.705534  5.022363  1.500956  0.095
H  1.185674  3.332644  1.758477  0.088
H  -0.517540  3.745992  1.496347  0.092
H  0.004035  5.812390  -0.768719  0.097
H  -1.245273  4.570576  -0.867627  0.092
H  -0.020376  4.715289  -2.146460  0.080
H  -0.643531  2.240085  -0.376862  0.072
H  1.526951  2.168780  -2.159889  0.060
H  -0.058962  2.231658  -2.609724  0.113
C  1.411044  -3.329646  -1.339202  -0.216
P  0.088558  -2.130172  -1.551914  0.814
C  -0.548023  -2.300984  -3.211501  -0.203
C  -1.194900  -2.751891  -0.452514  -0.377
C  -0.959289  -2.704826  0.925056  -0.106
C  -1.972979  -3.015839  1.811782  -0.053
C  -3.234090  -3.363702  1.331748  -0.051
C  -3.465090  -3.437112  -0.031541  -0.062
C  -2.445645  -3.130804  -0.927278  -0.110
H  1.840316  -3.229151  -0.342974  0.037
H  2.193831  -3.192345  -2.087121  0.054
H  0.966649  -4.318878  -1.449560  0.074
H  -0.793871  -3.351533  -3.369868  0.074
H  0.206569  -1.987364  -3.932797  0.060
H  -1.438018  -1.686962  -3.349426  0.053
H  0.012335  -2.420460  1.306875  0.063
H  -1.785859  -2.969264  2.877031  0.112
H  -4.037845  -3.572687  2.026275  0.113
H  -4.440701  -3.707850  -0.413426  0.113
H  -2.654565  -3.185546  -1.987144  0.084
N  -1.421589  0.376445  -0.422217  -0.027
C  -2.430092  0.117146  -1.006290  -0.318
N  -3.530960  0.045750  -1.560189  0.136
C  -4.212900  -0.918862  -2.166067  -0.356
N  -4.824945  -1.725231  -2.720885  0.146
Se  2.065310  -0.396143  1.060468  0.785
C  1.073511  -0.451241  2.698768  -0.636
C  -0.180658  0.138002  2.817010  -0.142
C  -0.846891  0.090773  4.036628  -0.074
C  -0.262052  -0.530426  5.131876  -0.078
C  0.988419  -1.116637  5.007617  -0.073
C  1.657378  -1.085991  3.789178  -0.134
H  -0.641054  0.621219  1.966219  0.065
H  -1.823652  0.549643  4.129932  0.110
H  -0.780605  -0.555887  6.082065  0.109
H  1.446599  -1.608006  5.857174  0.110
H  2.629575  -1.554073  3.690058  0.098

Cartesian forces (eV/Å) of the 2 atoms listed first:
Rh 2.482 0.947 -1.697
C -0.086 0.146 0.151

(3)
Entry from OMol25: a structure of composition C25H30AuGe2N2O2 in a non-equilibrium geometry (ωB97M-V/def2-TZVPD).

The value obtained for the relative energy (zero: lowest compared OMol25 entry of this formula, charge and spin) is 70.11 kcal/mol. The HOMO energy (alpha / beta) comes out at -14.1 / -13.8 eV. The energy comes out at -5519.50293 a.u. The calculation puts the LUMO energy (alpha / beta) at -7.98 / -8.89 eV. The calculation puts the orbital gap (alpha / beta) at 6.08 / 4.88 eV. As for the largest force on an atom: 0.07818 hartree/bohr. The spin multiplicity is 2. The molar mass is 732.71 Da. The total charge is +2.

Each line ends with the Löwdin spin population.
CARTESIAN COORDINATES (ANGSTROEM)
Au  -0.429259  2.596307  -2.085008  -0.001
N  -0.723095  4.505467  -1.222700  0.000
C  -1.838765  4.601652  -0.257531  0.000
C  -1.507914  3.986987  1.105827  0.000
C  -0.844143  2.623297  1.035356  0.000
O  -1.410160  1.638050  1.552396  0.044
O  0.270245  2.518973  0.469829  -0.021
H  0.140135  4.802283  -0.768285  0.000
H  -0.893759  5.168741  -1.978543  0.000
H  -2.710816  4.107395  -0.691830  0.000
H  -2.086104  5.653617  -0.084138  0.000
H  -2.428425  3.896489  1.684534  0.000
H  -0.819208  4.647474  1.641286  0.000
N  -0.374527  0.943196  -3.078199  -0.001
C  -0.639851  0.227736  -3.946223  0.000
C  -0.921210  -0.592406  -5.028224  0.000
C  -1.415057  -1.896226  -4.875482  0.000
C  -1.704798  -2.642223  -5.999723  0.000
C  -1.511406  -2.106510  -7.266768  0.000
C  -1.020771  -0.815906  -7.420138  0.000
C  -0.722061  -0.050992  -6.311247  0.000
H  -1.566670  -2.301590  -3.886765  0.000
H  -2.083366  -3.645630  -5.890337  0.000
H  -1.744027  -2.700561  -8.137235  0.000
H  -0.871042  -0.406381  -8.407384  0.000
H  -0.342256  0.954804  -6.411508  0.000
C  -0.602765  -3.524474  3.251269  0.013
Ge  -1.293454  -2.083710  2.018209  0.119
C  -1.654823  -2.859953  0.190922  0.037
C  -2.998903  -1.303888  2.733337  0.029
Ge  0.224900  0.148669  0.995816  0.115
C  2.147046  -0.952614  0.659839  0.331
C  3.102861  -0.153486  0.075871  0.054
C  4.262227  -0.754901  -0.397909  0.026
C  4.425172  -2.123474  -0.272864  -0.007
C  3.442469  -2.904061  0.312086  0.019
C  2.282266  -2.311786  0.799919  0.038
C  1.016686  0.726416  2.928690  0.080
C  0.464948  0.234110  4.082434  0.034
C  0.763012  0.889136  5.274809  0.007
C  1.616804  1.976123  5.272222  0.021
C  2.186156  2.422279  4.095773  0.002
C  1.902639  1.772599  2.896868  0.018
H  -1.400899  -4.255013  3.353074  0.004
H  -0.374042  -3.130675  4.237396  0.000
H  0.276543  -4.033522  2.869752  0.000
H  -2.451801  -3.591938  0.302498  0.007
H  -0.790407  -3.354026  -0.242799  0.000
H  -1.990346  -2.077549  -0.485605  -0.001
H  -3.824480  -1.787229  2.215764  0.004
H  -3.049025  -0.234502  2.552600  0.001
H  -3.095994  -1.487299  3.800493  0.001
H  2.956573  0.914080  -0.025839  0.007
H  5.027888  -0.142730  -0.851695  0.004
H  5.331682  -2.592075  -0.625635  0.001
H  3.570505  -3.972593  0.410090  0.003
H  1.523402  -2.921857  1.270116  0.004
H  -0.204997  -0.615220  4.096449  0.006
H  0.328814  0.529477  6.195685  0.000
H  1.861591  2.465973  6.205253  0.001
H  2.861560  3.264199  4.086008  0.000
H  2.354506  2.111469  1.977145  0.001

Cartesian forces (eV/Å) of the 2 atoms listed first:
Au -0.294 1.365 0.293
N 0.328 -0.034 -0.344

(4)
Entry from OMol25: the ion C4H8NO2 with charge -1 in a non-equilibrium geometry (ωB97M-V/def2-TZVPD).

The value obtained for the relative energy (zero: lowest compared OMol25 entry of this formula, charge and spin) is 117.58 kcal/mol. The HOMO energy comes out at -3.2 eV. The energy comes out at -362.33685 a.u. Its SMILES is C/C=C/[C@@H]([O-])NO. The calculation puts the LUMO energy at 4.07 eV. The calculation puts the orbital gap at 7.24 eV. As for the largest force on an atom: 0.07132 hartree/bohr. The spin multiplicity is 1. The molar mass is 102.11 Da. The total charge is -1.

Each line ends with the Löwdin charge.
CARTESIAN COORDINATES (ANGSTROEM)
C  1.171593  0.459297  0.033980  -0.204
C  -0.049344  0.217677  0.539503  -0.108
C  2.509758  -0.188795  0.117629  -0.142
C  -1.330599  0.710893  -0.122134  -0.588
N  -2.378116  -0.298069  0.424056  -0.099
O  -1.915727  -1.535842  -0.210785  -0.158
O  -1.196072  0.477315  -1.445007  -0.288
H  1.181500  1.104349  -0.932913  0.118
H  -0.159598  -0.513442  1.402468  0.114
H  3.379906  0.405423  0.036375  0.036
H  2.444202  -1.029980  -0.538375  0.064
H  2.671053  -0.464955  1.180232  0.067
H  -1.640666  1.750953  0.285666  0.128
H  -3.326101  -0.064229  0.006183  0.092
H  -1.361788  -1.030596  -0.776879  -0.032

Cartesian forces (eV/Å) of the 2 atoms listed first:
C -0.916 2.053 -2.898
C 1.923 -0.695 1.745